Below is a molecular structure, C44H50N6PdS at a distorted geometry, with properties calculated with ωB97M-V/def2-TZVPD.

Values from the calculation:
LUMO level (spin up / spin down) = -0.58 / -0.58 eV
HOMO level (spin up / spin down) = -6.77 / -6.77 eV
Strongest force on any atom = 2.984 eV/A
Molar mass = 801.413 g mol⁻¹

XYZ file:
```
102
Properties=species:S:1:pos:R:3:forces:R:3
Pd -0.461 -0.042 0.161 -1.135 -1.647 2.214
S -0.805 1.732 1.538 0.312 -0.086 -0.463
N -2.795 -0.048 2.134 -0.026 -0.250 -0.023
N -2.724 1.892 3.312 -0.010 -0.190 -0.132
N -2.190 -0.762 1.149 0.372 0.424 -0.782
N -0.710 -2.127 -0.601 -0.376 0.754 0.118
N 1.617 -0.189 0.561 0.344 0.328 -0.065
N 0.242 0.990 -1.746 0.423 -0.016 -0.812
C 1.831 -1.007 2.863 0.135 0.299 -0.090
C 3.755 -1.144 0.002 0.067 0.012 -0.013
C 2.959 2.297 1.263 -0.144 -0.044 -0.211
C -2.194 1.091 2.353 -0.088 0.325 0.218
C 3.059 0.305 4.472 0.082 0.067 0.088
C -2.689 0.795 -2.021 0.187 -0.348 0.534
C -3.949 1.357 -1.357 0.114 -0.119 -0.075
C 2.082 -0.023 1.890 -0.052 -0.010 0.139
C 2.574 3.406 -3.885 0.028 0.038 -0.037
C -5.941 -3.829 2.723 -0.005 -0.076 0.034
C -1.855 1.868 -2.668 -0.071 0.206 -0.164
C 1.663 3.418 -2.661 0.282 -0.297 0.301
C -4.701 -4.448 2.727 -0.050 -0.006 0.014
C -2.413 -3.799 -0.818 0.278 0.169 0.017
C -0.450 3.978 -3.816 0.013 -0.036 0.070
C 2.773 1.155 2.233 -0.151 -0.286 0.053
C 2.327 -0.820 4.146 0.022 -0.024 -0.012
C -2.485 2.791 -3.495 -0.017 -0.140 0.144
C 0.232 3.083 -3.000 -0.289 -0.004 -0.159
C 3.271 1.285 3.521 -0.100 -0.152 0.071
C 1.261 0.465 -2.350 -0.299 0.192 0.530
C 4.420 2.464 0.861 0.047 -0.056 -0.068
C 4.637 -1.611 -0.930 0.171 -0.086 0.164
C 4.394 -1.491 -2.303 -0.172 0.099 -0.234
C 1.725 4.767 -1.952 0.074 0.049 0.009
C 1.987 -3.415 2.168 -0.018 0.005 0.038
C -5.019 -1.973 1.517 0.000 0.094 -0.018
C -1.897 -2.651 -0.218 -0.055 0.036 0.102
C -0.469 1.978 -2.478 0.172 -0.054 -0.067
C -3.006 -0.352 -2.978 -0.023 0.037 0.048
C -3.774 -2.590 1.514 -0.017 0.054 0.056
C 2.508 -0.547 -0.360 0.165 0.043 -0.265
C 2.409 3.595 1.845 0.061 0.024 0.042
C 3.248 -0.844 -2.690 0.109 -0.072 0.072
C -1.792 3.825 -4.087 -0.005 0.082 -0.107
C -6.098 -2.595 2.115 -0.068 0.056 0.001
C -3.621 -3.832 2.119 -0.048 -0.016 -0.016
C 0.092 -2.654 3.644 -0.019 0.012 -0.037
C -2.626 -1.944 0.852 0.288 0.217 -0.109
C 2.299 -0.356 -1.770 -0.109 0.121 -0.097
C -0.446 -3.890 -2.173 -0.239 -0.123 0.097
C -1.678 -4.420 -1.813 0.196 0.184 -0.001
C -0.009 -2.739 -1.542 0.325 -0.098 -0.220
C 1.060 -2.256 2.531 -0.373 -0.038 -0.387
H -7.063 -2.112 2.113 -0.087 0.034 0.000
H -3.567 -0.002 -3.843 -0.068 0.059 -0.099
H -2.208 2.695 3.624 0.013 -0.028 0.006
H -5.130 -0.998 1.061 0.000 -0.001 -0.007
H -3.605 -1.114 -2.478 -0.040 -0.075 0.048
H -2.067 -5.302 -2.299 -0.004 -0.095 -0.058
H 2.382 2.063 0.363 0.017 0.003 0.028
H 2.962 3.897 2.733 0.070 0.034 0.065
H 1.382 5.575 -2.597 -0.021 0.061 -0.059
H -0.530 -1.814 3.954 -0.001 0.048 -0.008
H 0.169 -4.346 -2.930 0.072 -0.074 -0.104
H -4.465 0.560 -0.823 -0.055 -0.083 0.056
H -3.371 -4.186 -0.510 -0.060 0.014 0.033
H -3.544 2.691 -3.677 -0.141 -0.004 -0.023
H 3.815 2.177 3.788 0.115 0.153 0.070
H -3.689 2.130 -0.637 0.034 0.089 0.055
H 2.048 2.672 -1.955 -0.064 0.139 -0.112
H 2.613 -3.170 1.314 0.050 0.029 -0.081
H 1.106 4.767 -1.059 -0.090 -0.014 0.116
H -2.094 -0.823 -3.342 0.118 -0.034 -0.042
H -2.302 4.522 -4.735 -0.052 0.075 -0.070
H 2.490 4.400 1.120 0.016 0.168 -0.164
H -2.658 -4.321 2.109 0.142 -0.026 0.022
H -4.650 1.778 -2.073 -0.080 0.037 -0.096
H 5.551 -2.083 -0.587 -0.004 0.004 -0.014
H -2.091 0.369 -1.191 -0.381 0.233 -0.569
H -6.786 -4.308 3.194 -0.083 -0.060 0.052
H 3.986 -1.252 1.051 0.009 0.011 0.061
H 2.748 4.990 -1.659 0.172 0.050 0.072
H 2.543 2.449 -4.402 0.001 -0.113 -0.033
H 5.034 2.731 1.720 0.061 0.021 0.133
H 1.409 -4.304 1.920 -0.094 -0.125 -0.046
H 3.054 -0.671 -3.742 0.017 -0.002 -0.085
H 3.451 0.424 5.472 0.035 0.020 0.079
H 2.145 -1.572 4.901 -0.003 -0.058 0.074
H 4.525 3.257 0.123 0.010 0.108 -0.114
H 2.641 -3.668 3.002 0.071 -0.002 0.115
H -0.568 -3.447 3.299 -0.091 -0.135 -0.066
H 2.282 4.172 -4.602 -0.048 0.074 -0.056
H 0.086 4.818 -4.232 0.043 0.098 -0.065
H 1.418 0.707 -3.407 -0.042 -0.017 0.026
H -4.574 -5.409 3.201 0.007 -0.088 0.053
H -3.420 1.493 3.916 -0.014 0.023 0.028
H 5.106 -1.855 -3.028 0.037 -0.026 -0.064
H 4.821 1.546 0.435 0.025 -0.080 -0.050
H 0.612 -3.037 4.521 0.048 -0.004 0.074
H 3.605 3.601 -3.595 0.105 0.019 0.037
H 1.365 3.491 2.125 -0.148 -0.021 0.029
H 0.942 -2.284 -1.793 -0.065 -0.051 -0.029
H 0.463 -2.034 1.634 0.140 -0.041 0.271
```
Forces are in eV/Å.

***

Below is a gas-phase ion, C20H32BBrF2NO4Si (charge -1) at a distorted geometry, with properties calculated with ωB97M-V/def2-TZVPD.

Values from the calculation:
LUMO level = 2.35 eV
HOMO level = -4.66 eV
Total charge = -1
Strongest force on any atom = 3.024 eV/A
Molar mass = 507.277 g mol⁻¹

XYZ file:
```
62
Properties=species:S:1:pos:R:3:forces:R:3
Br -3.187 1.149 1.247 0.375 -0.188 0.398
Si 2.374 2.289 -0.050 0.455 -0.728 -0.878
F -0.457 1.309 -1.846 -0.749 0.102 1.265
F -2.375 2.302 -1.297 1.340 -0.578 -0.026
O -4.097 -1.974 0.518 -0.267 0.728 -1.430
O -1.731 -1.820 0.854 0.629 0.955 0.978
O 1.892 -2.976 -0.279 0.244 0.407 0.892
O -2.536 -0.567 -0.884 0.014 2.568 0.054
N -2.370 -2.981 -1.128 -1.417 -0.374 -0.145
C -0.568 2.622 0.251 -0.045 0.614 -0.356
C -1.267 1.611 -0.747 -1.119 0.453 0.144
C -2.964 -4.292 -0.821 0.362 -0.804 -0.798
C 5.020 3.651 -0.398 0.377 1.103 1.816
C 6.121 4.478 0.080 -1.168 -0.136 1.570
C -5.603 -2.150 -1.506 -0.718 0.063 0.270
C 3.864 3.409 0.447 0.550 0.995 0.928
C 2.770 1.436 -1.737 0.315 0.282 -0.348
C -0.759 -4.875 0.531 0.069 -0.021 0.662
C 1.316 -2.163 0.408 -1.274 0.265 -1.220
C 6.065 5.052 1.414 -1.548 -0.939 -0.437
C 0.760 3.277 -0.315 -0.425 0.478 0.334
C 4.898 4.834 2.256 -0.484 -1.010 -1.153
C -1.868 0.327 -0.047 0.717 -2.046 -1.343
C 2.269 0.956 1.319 0.613 0.449 0.891
C 3.783 4.009 1.796 2.429 0.609 -1.696
C -2.315 -5.047 0.399 0.232 -0.861 -0.154
C -5.184 -1.394 -0.190 -1.185 -0.202 0.088
C -0.852 -0.709 0.660 -2.019 -0.984 0.479
C 0.305 -1.187 -0.281 0.561 0.541 0.340
B -2.819 -1.860 -0.184 2.171 -0.370 0.687
H -0.244 -4.626 -0.431 -0.638 -0.109 0.769
H 6.906 5.662 1.818 -0.782 -0.589 -0.507
H -2.782 -4.946 -1.729 -0.161 0.508 0.871
H -4.078 -4.284 -0.677 0.847 0.090 0.019
H -2.495 -2.737 -2.113 -0.124 -0.266 0.400
H -6.078 -1.459 0.502 0.817 0.065 -0.609
H 2.807 0.027 0.992 -0.758 0.737 0.243
H 0.626 3.496 -1.412 0.195 -0.254 1.047
H 2.798 0.319 -1.655 -0.219 0.950 -0.176
H -0.087 -1.715 -1.192 0.082 0.458 1.102
H -1.300 3.467 0.386 0.535 -1.022 -0.161
H 3.768 1.745 -2.147 -0.776 -0.264 0.421
H 1.441 -2.104 1.526 0.030 -0.030 -0.595
H 0.907 -0.321 -0.662 -0.352 -0.629 0.359
H 5.109 3.217 -1.415 -0.254 0.282 0.884
H 1.240 0.765 1.701 0.817 -0.178 -0.486
H 4.838 5.258 3.289 0.225 -0.316 -1.108
H -0.265 -5.804 0.944 -0.623 0.761 -0.429
H -5.058 -0.298 -0.406 0.236 -0.959 0.131
H -0.614 -0.407 1.716 0.552 0.144 -1.102
H -6.555 -1.703 -1.920 0.888 -0.220 0.479
H -2.835 -4.838 1.377 0.581 0.170 -0.993
H -4.851 -2.099 -2.330 -0.408 -0.222 0.826
H -0.551 -4.066 1.277 -0.083 -0.501 -0.874
H 2.861 1.337 2.204 -0.585 -0.349 -0.808
H 7.045 4.675 -0.511 -1.008 -0.325 0.314
H 2.890 3.835 2.447 0.937 0.171 -0.650
H 2.013 1.777 -2.496 0.623 -0.637 0.708
H -0.451 2.183 1.278 0.039 0.172 -1.127
H -2.494 -6.150 0.216 -0.051 1.034 0.139
H -5.875 -3.207 -1.228 0.544 0.906 -0.504
H 0.882 4.285 0.180 -0.160 -0.947 -0.393
```
Forces are in eV/Å.

***

Among the records above, which one has the lowest molar mass? C20H32BBrF2NO4Si

***

Which of these has the lowest molar mass? C20H32BBrF2NO4Si

***

What is the strongest force on any atom in the first record? 2.984 eV/A